Formula: BrH8O4Zn
Source: OMol25
Level of theory: ωB97M-V/def2-TZVPD

Each line ends with the Löwdin charge.
CARTESIAN COORDINATES (ANGSTROEM)
Zn1 0.6120 0.4217 0.4074  1.08
Br1 3.6943 -1.0457 1.8667  -0.19
O1 -0.0067 -2.0994 -0.8073  -0.08
H1 0.5037 -2.5989 -1.4445  0.06
H2 -0.9036 -2.4148 -0.9179  0.05
O2 -2.0157 1.1889 -0.5949  -0.06
H3 -2.8950 1.2744 -0.2264  0.06
H4 -2.1451 1.2499 -1.5413  0.05
O3 2.0250 1.3731 -1.8465  -0.09
H5 2.3435 2.2539 -2.0439  0.06
H6 2.1375 0.8883 -2.6642  0.05
O4 -0.9438 -0.1795 2.9210  -0.09
H7 -1.1177 0.5962 3.4541  0.04
H8 -1.2882 -0.9080 3.4376  0.05

Output
HOMO energy	-12.782	eV
orbital gap	5.07	eV
net charge	+1
energy above the lowest of the compared OMol25 structures with the same formula, charge and spin	117.8	kcal per mole